Below is a molecular structure, C45H108Br9O28P7, with properties calculated with ωB97M-V/def2-TZVPD.

Geometry as ORCA input:
```
! wB97M-V def2-TZVPD RIJCOSX def2/J DEFGRID3
* xyz 0 1
C 1.66 -2.50 -18.89
Br 0.86 -3.61 -20.29
Br 0.28 -1.28 -18.14
Br 3.16 -1.39 -19.64
H 2.07 -3.13 -18.12
C 13.42 0.64 -16.30
Br 11.49 0.75 -16.68
Br 13.68 0.12 -14.45
Br 14.32 2.35 -16.64
H 13.90 -0.05 -16.99
C 5.67 -0.22 -24.17
Br 4.47 -0.55 -25.68
Br 6.77 -1.75 -23.70
Br 4.71 0.52 -22.66
H 6.34 0.59 -24.40
C 10.86 -2.55 -18.60
C 10.78 -3.93 -17.99
O 10.31 -4.83 -18.99
P 10.62 -6.39 -19.08
O 12.05 -6.67 -19.25
O 9.58 -6.89 -20.20
C 8.56 -6.01 -20.66
C 8.90 -5.46 -22.06
O 10.03 -7.07 -17.76
C 9.47 -8.37 -17.65
C 8.00 -8.20 -17.37
H 9.83 -2.24 -18.81
H 11.28 -1.78 -17.96
H 11.34 -2.60 -19.57
H 11.72 -4.31 -17.56
H 10.12 -4.01 -17.12
H 7.72 -6.67 -20.93
H 8.20 -5.26 -19.97
H 9.88 -4.98 -21.98
H 9.05 -6.21 -22.84
H 8.08 -4.81 -22.37
H 9.57 -8.93 -18.59
H 10.04 -8.87 -16.86
H 7.65 -9.16 -16.99
H 7.87 -7.35 -16.71
H 7.46 -7.97 -18.29
C 15.16 10.27 -26.55
C 13.95 9.51 -27.12
O 13.93 8.20 -26.54
P 13.06 7.83 -25.27
O 13.68 8.15 -23.96
O 12.90 6.26 -25.53
C 12.33 5.37 -24.55
C 13.03 4.02 -24.67
O 11.58 8.40 -25.51
C 11.16 9.44 -24.65
C 9.79 10.03 -25.01
H 15.18 9.91 -25.52
H 16.08 9.78 -26.87
H 15.11 11.34 -26.68
H 12.99 10.00 -27.01
H 14.13 9.33 -28.19
H 12.60 5.73 -23.56
H 11.25 5.37 -24.70
H 13.25 3.63 -23.68
H 12.38 3.32 -25.20
H 13.97 4.01 -25.22
H 11.21 9.19 -23.59
H 11.83 10.31 -24.74
H 9.75 11.05 -24.64
H 9.69 9.97 -26.09
H 8.94 9.47 -24.61
C 17.05 -3.51 -24.14
C 16.10 -3.04 -25.24
O 14.80 -3.57 -24.94
P 13.57 -2.57 -24.96
O 13.70 -1.35 -24.11
O 13.28 -2.26 -26.51
C 13.56 -3.16 -27.57
C 14.21 -2.39 -28.74
O 12.38 -3.57 -24.57
C 11.02 -3.42 -24.96
C 10.40 -2.10 -24.46
H 16.59 -3.14 -23.22
H 17.24 -4.58 -24.14
H 18.00 -2.97 -24.15
H 16.09 -1.95 -25.17
H 16.46 -3.26 -26.24
H 14.25 -3.96 -27.33
H 12.59 -3.61 -27.82
H 13.89 -1.34 -28.73
H 15.22 -2.25 -28.35
H 14.03 -2.90 -29.67
H 10.95 -3.51 -26.04
H 10.64 -4.24 -24.35
H 9.37 -1.97 -24.77
H 10.32 -2.10 -23.37
H 11.01 -1.27 -24.81
C 3.05 2.28 -11.12
C 4.46 2.52 -11.57
O 4.91 1.60 -12.55
P 4.23 1.42 -13.97
O 3.96 2.67 -14.67
O 5.21 0.47 -14.77
C 6.31 0.96 -15.58
C 7.55 0.82 -14.73
O 2.97 0.48 -13.70
C 2.09 0.17 -14.78
C 2.26 -1.32 -15.13
H 2.88 1.25 -10.80
H 2.74 2.91 -10.28
H 2.34 2.46 -11.93
H 4.57 3.57 -11.85
H 5.16 2.55 -10.73
H 6.31 0.45 -16.54
H 6.12 2.03 -15.73
H 7.71 -0.12 -14.21
H 8.48 1.10 -15.24
H 7.50 1.51 -13.88
H 1.07 0.31 -14.42
H 2.26 0.76 -15.68
H 1.87 -1.74 -14.19
H 1.53 -1.65 -15.87
H 3.29 -1.63 -15.27
C 16.74 -0.86 -17.65
C 15.99 -2.12 -17.18
O 15.77 -1.97 -15.79
P 16.60 -2.84 -14.74
O 17.64 -2.09 -14.02
O 17.06 -4.17 -15.47
C 18.42 -4.65 -15.32
C 19.31 -4.29 -16.52
O 15.46 -3.39 -13.76
C 15.74 -4.29 -12.69
C 14.85 -5.54 -12.55
H 16.49 0.11 -17.23
H 17.78 -0.98 -17.32
H 16.78 -0.81 -18.74
H 15.08 -2.27 -17.75
H 16.63 -2.96 -17.47
H 18.89 -4.37 -14.38
H 18.24 -5.72 -15.37
H 19.47 -3.22 -16.62
H 20.22 -4.89 -16.55
H 18.86 -4.57 -17.48
H 16.81 -4.47 -12.62
H 15.57 -3.70 -11.79
H 13.98 -5.19 -12.01
H 14.51 -5.93 -13.52
H 15.50 -6.28 -12.09
C 8.77 2.03 -23.47
C 10.17 1.90 -22.88
O 10.06 1.78 -21.46
P 10.04 0.33 -20.73
O 9.56 -0.81 -21.51
O 9.23 0.58 -19.36
C 7.83 0.58 -19.41
C 7.11 -0.67 -19.91
O 11.54 0.18 -20.20
C 12.61 0.13 -21.15
C 13.76 -0.65 -20.53
H 8.11 2.64 -22.87
H 8.83 2.26 -24.54
H 8.39 1.00 -23.48
H 10.78 1.08 -23.24
H 10.65 2.85 -23.11
H 7.41 0.89 -18.45
H 7.43 1.37 -20.06
H 7.43 -0.85 -20.94
H 7.39 -1.61 -19.42
H 6.03 -0.56 -19.89
H 12.36 -0.38 -22.09
H 12.88 1.15 -21.43
H 14.62 -0.53 -21.20
H 14.06 -0.36 -19.52
H 13.68 -1.73 -20.43
C 1.50 -5.78 -14.81
C 2.29 -5.00 -15.82
O 3.67 -5.33 -15.59
P 4.72 -5.47 -16.77
O 4.07 -5.83 -18.04
O 5.49 -4.05 -16.89
C 5.98 -3.37 -15.75
C 7.36 -2.83 -15.99
O 5.85 -6.47 -16.23
C 5.39 -7.84 -15.96
C 5.24 -7.84 -14.44
H 1.62 -6.84 -15.05
H 1.90 -5.72 -13.80
H 0.43 -5.54 -14.80
H 1.95 -5.27 -16.82
H 2.14 -3.92 -15.72
H 5.34 -2.47 -15.70
H 5.84 -3.88 -14.79
H 8.10 -3.47 -16.48
H 7.50 -1.86 -16.47
H 7.93 -2.66 -15.07
H 4.47 -8.04 -16.50
H 6.17 -8.51 -16.31
H 4.84 -6.95 -13.94
H 4.76 -8.69 -13.95
H 6.28 -7.85 -14.10
*
```

**HOMO level**: -0.3630 hartree
**Energy above the lowest of the compared OMol25 structures with the same formula, charge and spin**: 0.00 kcal/mol